Record 1
16
Properties=species:S:1:pos:R:3 method="wB97M-V/def2-TZVPD" homo_lumo_gap_ev=10.63 energy_ev=-8866.2430 smiles="C[C@H]1N[C@H]1CC=O" lumo_ev=1.06 total_charge=0
C 0.4465 1.1045 1.9115
C -0.1202 1.1476 0.4882
N 1.1173 0.9355 -0.2648
C -0.0333 0.1810 -0.6596
C -0.0220 -1.3231 -0.5856
C -1.1179 -1.9387 -1.4297
O -1.8512 -1.3235 -2.1683
H 0.5026 0.1050 2.3461
H 1.4967 1.4566 1.8762
H -0.1079 1.7987 2.5325
H -0.7721 1.9922 0.2121
H 1.3140 1.7586 -0.8030
H -0.4592 0.5532 -1.5897
H -0.1236 -1.6926 0.4434
H 0.9350 -1.7126 -0.9613
H -1.2048 -3.0424 -1.3482

***

Record 2
16
Properties=species:S:1:pos:R:3 method="wB97M-V/def2-TZVPD" homo_lumo_gap_ev=11.22 energy_ev=-8866.4284 lumo_ev=0.61 total_charge=0
C -0.3349 -1.9245 -0.7706
C 0.2990 -0.7675 -0.0402
C -0.4229 0.5565 -0.1095
O -1.7404 0.6265 0.3040
C 0.2633 1.6801 0.6846
C 1.6401 1.9119 0.2548
N 2.7267 2.0541 -0.1155
H -0.2750 -1.8066 -1.8545
H 0.1677 -2.8619 -0.5264
H -1.3877 -2.0668 -0.5158
H 1.3689 -0.6614 -0.2727
H 0.0320 -1.0493 1.2765
H -0.3913 0.7951 -1.1870
H -1.8693 -0.5129 0.5624
H 0.2456 1.4274 1.7518
H -0.3217 2.5994 0.5583

***

Record 3
16
Properties=species:S:1:pos:R:3 method="wB97M-V/def2-TZVPD" homo_lumo_gap_ev=11.52 energy_ev=-8868.1247 smiles=C[C@H](C#N)CCO lumo_ev=0.88 total_charge=0
C 1.2876 -1.7281 0.0253
C 0.8182 -0.2670 0.0873
C 0.7267 0.1518 1.4941
N 0.6499 0.4692 2.6047
C -0.5257 -0.0959 -0.6547
C -1.3912 1.0766 -0.2243
O -0.7611 2.2705 -0.6459
H 1.3526 -2.0501 -1.0176
H 0.5652 -2.3740 0.5357
H 2.2655 -1.8704 0.4940
H 1.5705 0.3829 -0.3723
H -0.3058 0.0121 -1.7229
H -1.1085 -1.0168 -0.5365
H -1.5169 1.0609 0.8666
H -2.3904 0.9640 -0.6759
H -1.2366 3.0143 -0.2575

***

Record 4
16
Properties=species:S:1:pos:R:3 method="wB97M-V/def2-TZVPD" homo_lumo_gap_ev=9.26 energy_ev=-8867.7733 smiles=Cc1cc[nH]c1.O lumo_ev=0.85 total_charge=0
C -1.9589 0.3515 -0.0125
C -0.5248 0.2177 -0.4062
C 0.3306 1.2877 -0.7769
C 1.4514 0.6954 -1.3493
N 1.3508 -0.6651 -1.2317
C 0.1276 -0.9580 -0.6602
H -2.2241 1.3307 0.3883
H -2.6349 0.1561 -0.8476
H -2.2781 -0.3083 0.7965
H -0.0638 2.2062 -1.1944
H 2.3683 1.2521 -1.4816
H 1.9757 -1.3076 -1.7047
H -0.1548 -1.9755 -0.4479
O 1.0021 -0.7273 3.2851
H 0.1658 -1.1955 3.2407
H 1.0668 -0.3603 2.4024

***

Record 5
16
Properties=species:S:1:pos:R:3 method="wB97M-V/def2-TZVPD" homo_lumo_gap_ev=10.41 energy_ev=-8865.9515 lumo_ev=1.09 total_charge=0
C -1.3882 -1.3880 -0.0294
C -0.6804 -0.1561 -0.6278
C -0.7819 1.4066 -0.3325
C 0.7350 1.4400 0.0389
C 0.7039 -0.0599 -0.0541
N 1.3242 -1.0435 0.4407
O 2.4706 -0.6742 1.1272
H -2.2958 -1.7011 -0.5503
H -1.5828 -1.3140 1.0461
H -0.6630 -2.2085 -0.1280
H -0.6876 -0.2692 -1.7186
H -1.0108 2.0010 -1.2244
H -1.4322 1.7472 0.4774
H 1.0034 1.8297 1.0256
H 1.3815 1.9202 -0.7049
H 2.9043 -1.5301 1.2142

***

Record 6
16
Properties=species:S:1:pos:R:3 method="wB97M-V/def2-TZVPD" homo_lumo_gap_ev=11.44 energy_ev=-8867.7811 smiles=CC[C@@H](O)CC#N lumo_ev=0.76 total_charge=0
C -0.3171 0.5369 1.8909
C -0.5124 -0.2998 0.6340
C -0.1861 0.4468 -0.6837
O 0.8673 1.3853 -0.5531
C 0.2581 -0.5056 -1.8263
C 0.9530 -1.6323 -1.2066
N 1.2985 -2.4078 -0.4214
H -0.9130 1.4557 1.9243
H -0.5866 -0.0694 2.7605
H 0.7432 0.7951 1.9916
H -1.5402 -0.6781 0.5560
H 0.1331 -1.1862 0.7878
H -1.0906 0.9612 -1.0497
H 0.5964 2.0418 0.1022
H 0.8999 0.0457 -2.5220
H -0.6035 -0.8892 -2.3845

***

Record 7
16
Properties=species:S:1:pos:R:3 method="wB97M-V/def2-TZVPD" homo_lumo_gap_ev=10.57 energy_ev=-8866.2753 smiles=O[C@H]1C[C@@H]2N[C@@H]2C1 lumo_ev=0.97 total_charge=0
O -2.4198 -0.3017 0.1475
C -1.0693 -0.5628 -0.1763
C -0.4995 0.3757 -1.2370
C 0.9129 0.5967 -0.7669
N 1.5827 -0.6450 -0.3612
C 1.0708 0.2558 0.6688
C -0.2090 -0.2670 1.2286
H -1.9818 -0.0483 0.9729
H -0.9068 -1.6156 -0.4096
H -0.5578 -0.0578 -2.2426
H -1.0669 1.3171 -1.2441
H 1.5028 1.3918 -1.2072
H 2.5860 -0.5446 -0.4391
H 1.7631 0.8170 1.2893
H -0.0984 -1.1937 1.8088
H -0.6090 0.4825 1.9684

***

Record 8
16
Properties=species:S:1:pos:R:3 method="wB97M-V/def2-TZVPD" homo_lumo_gap_ev=9.11 energy_ev=-8866.5184 smiles=Cc1cc[nH]c1.O lumo_ev=1.05 total_charge=0
C -0.2253 -2.6288 1.6835
C -0.3154 -1.6883 0.5441
C 0.4547 -0.5586 0.0673
C 0.0147 -0.1921 -1.1960
N -1.1032 -0.9764 -1.5616
C -1.2686 -1.9013 -0.4299
H -0.4569 -2.4195 2.7382
H -0.5335 -3.5555 1.4826
H 0.8407 -2.7223 2.1998
H 1.3350 -0.1103 0.5246
H 0.5942 0.6021 -1.8010
H -1.5348 -1.0025 -2.4404
H -2.0717 -2.7001 -0.7353
O 1.7123 5.9813 0.4198
H 2.6129 6.2127 0.4769
H 1.2769 6.4943 1.1126

***

Record 9
16
Properties=species:S:1:pos:R:3 method="wB97M-V/def2-TZVPD" homo_lumo_gap_ev=11.35 energy_ev=-8866.2968 smiles=COC[C@@H](C)C#N lumo_ev=0.82 total_charge=0
C 2.3914 0.3459 -0.0936
O 1.0751 0.7337 0.0899
C 0.3571 -0.4062 0.3730
C -1.1552 -0.0040 0.3418
C -1.5285 0.7554 -0.9397
C -1.9362 -1.2345 0.4864
N -2.5190 -2.2262 0.5957
H 2.9046 1.2457 -0.4942
H 2.2309 -0.7303 -0.7005
H 2.8643 0.0393 0.8549
H 0.6256 -0.8310 1.3564
H 0.9392 -1.2312 -0.4261
H -1.4406 0.6398 1.2015
H -2.6058 0.9435 -0.9926
H -1.0053 1.7145 -0.9740
H -1.2297 0.1636 -1.8073

***

Record 10
16
Properties=species:S:1:pos:R:3 method="wB97M-V/def2-TZVPD" homo_lumo_gap_ev=10.37 energy_ev=-8865.8043 smiles="[H]/N=C/[C@@](C)(O)C=C" lumo_ev=0.86 total_charge=0
H -2.2587 -0.2311 -2.3245
N -1.6788 -0.5262 -1.5629
C -0.8502 0.3715 -1.2375
C 0.3313 0.0709 -0.2708
C 1.0133 -1.2839 -0.4254
O 1.1231 1.1785 -0.4304
C -0.4758 0.0814 1.0921
C -0.3373 0.9356 2.0660
H -0.7101 1.4734 -1.4370
H 1.2670 -1.6815 -1.4092
H 1.7999 -1.3977 0.2207
H 0.3532 -2.1072 -0.2627
H 2.0400 0.9858 0.0141
H -1.1720 -0.7510 1.2868
H -0.9380 1.0848 2.8230
H 0.4932 1.7968 1.8579

***

Record 11
16
Properties=species:S:1:pos:R:3 method="wB97M-V/def2-TZVPD" homo_lumo_gap_ev=8.53 energy_ev=-8864.1578 smiles="CC1=C(N=O)CC1.[H][H]" lumo_ev=-0.40 total_charge=0
C -1.3671 -0.9136 -0.7293
C -0.5366 0.1492 -0.1094
C 0.7691 0.3208 0.1701
N 1.8579 -0.5373 -0.0631
O 2.9180 -0.0785 0.3205
C 0.6217 1.6861 0.7922
C -0.8971 1.5020 0.4724
H -1.9567 -0.5013 -1.5565
H -2.0795 -1.3101 0.0046
H -0.7538 -1.7372 -1.1029
H 0.8673 1.7481 1.8561
H 1.1139 2.5047 0.2596
H -1.3078 2.2162 -0.2498
H -1.5541 1.4662 1.3484
H 1.0059 -3.5937 -0.7754
H 1.2990 -2.9215 -0.6374

***

Record 12
16
Properties=species:S:1:pos:R:3 method="wB97M-V/def2-TZVPD" homo_lumo_gap_ev=10.35 energy_ev=-8868.0609 smiles="CC1(C)CNC1=O" lumo_ev=0.83 total_charge=0
C -0.6065 -0.3752 -1.4259
C -0.1443 -0.1728 0.0415
C -0.7319 -1.1029 1.0912
C 1.3756 0.1335 0.1111
N 1.0812 1.5638 0.3108
C -0.2910 1.3032 0.4161
O -1.2061 2.0165 0.7270
H -1.3608 -1.1646 -1.4872
H 0.2302 -0.6761 -2.0593
H -1.0535 0.5446 -1.8219
H -0.4978 -2.1595 0.9279
H -1.8195 -0.9824 1.1305
H -0.3487 -0.8258 2.0803
H 1.8700 -0.2881 0.9905
H 1.9641 -0.0807 -0.7829
H 1.3840 2.2441 -0.3689

***

Record 13
16
Properties=species:S:1:pos:R:3 method="wB97M-V/def2-TZVPD" homo_lumo_gap_ev=10.80 energy_ev=-8868.0825 smiles="[H]/N=C1/CC[C@H](O)C1" lumo_ev=0.89 total_charge=0
H 1.5876 -0.4041 2.1696
N 1.6783 0.3112 1.4440
C 1.0881 -0.0692 0.3850
C 0.8720 0.8394 -0.8002
C -0.6726 0.7631 -0.9558
C -1.1376 -0.4363 -0.0716
O -1.6837 -0.0064 1.1617
C 0.1537 -1.2402 0.1745
H 1.3695 0.4289 -1.6881
H 1.2763 1.8355 -0.6111
H -1.1629 1.6671 -0.5802
H -0.9699 0.6309 -2.0008
H -1.9243 -1.0265 -0.5479
H -0.9800 0.4505 1.6476
H 0.4365 -1.7931 -0.7314
H 0.0749 -1.9315 1.0193

***

Record 14
16
Properties=species:S:1:pos:R:3 method="wB97M-V/def2-TZVPD" homo_lumo_gap_ev=9.88 energy_ev=-8865.1775 lumo_ev=0.84 total_charge=0
C 1.0879 -1.0719 0.1874
C 0.5728 0.3745 0.0719
O 1.5536 1.3189 0.4292
C -0.3219 0.7490 -1.1569
N -1.5595 0.9476 -0.2674
C -1.6031 -0.4894 0.4113
C -0.6934 0.5560 0.8480
H 0.3156 -1.8413 0.3155
H 1.6994 -1.1217 1.0877
H 1.6545 -1.3616 -0.6983
H 2.1489 1.4652 -0.3147
H -0.4554 -0.0360 -1.9046
H -0.0011 1.6632 -1.6857
H -1.3722 -1.2069 -0.3585
H -2.1506 -0.9786 1.2292
H -0.8756 1.0332 1.8060

***

Record 15
16
Properties=species:S:1:pos:R:3 method="wB97M-V/def2-TZVPD" homo_lumo_gap_ev="8.86 / 8.86" energy_ev=-8862.5660 lumo_ev="-0.55 / -0.54" total_charge=0
C -1.9712 -0.1956 0.3556
C -0.8502 -0.1079 -0.6783
C 0.0323 1.1472 -0.5590
C 1.0874 0.5702 0.3893
O 2.4238 -1.0690 0.3427
C 0.2813 -1.0343 -0.3639
N 0.8804 -2.0695 -0.4098
H -2.7297 0.5657 0.1445
H -1.5934 -0.0283 1.3694
H -2.4506 -1.1782 0.3310
H -1.2546 -0.2857 -1.6800
H 0.4856 1.3807 -1.5277
H -0.4605 2.0539 -0.1793
H 0.7378 0.4322 1.4106
H 2.0494 1.0732 0.3756
H 3.3323 -1.2547 0.6794

***

Record 16
16
Properties=species:S:1:pos:R:3 method="wB97M-V/def2-TZVPD" homo_lumo_gap_ev="6.89 / 6.89" energy_ev=-8865.5615 lumo_ev="0.89 / 0.89" total_charge=0
C 0.7262 -0.2851 1.6336
C 0.3839 0.4839 0.3896
C -1.9337 -0.3005 -0.0321
C 1.5230 0.7681 -0.5630
O 1.0261 0.3748 -1.8829
C -0.2092 -0.0991 -1.7077
N -0.5752 -0.0798 -0.4612
H -0.1282 -0.8396 2.0348
H 1.0646 0.3679 2.4443
H 1.5318 -1.0263 1.4717
H -2.4730 0.6436 -0.0465
H -2.4327 -1.0168 -0.6746
H -1.9398 -0.6795 0.9832
H 1.8254 1.8155 -0.6622
H 2.4354 0.1869 -0.3595
H -0.8246 -0.3139 -2.5676